This record from the OMol25 dataset describes C7H6 as an isolated structure in a non-equilibrium geometry. The level of theory is ωB97M-V/def2-TZVPD.

Properties
* max |F|: 0.0980 Eh/bohr
* E_tot: -270.136731 a.u.
* highest occupied orbital energy: -9.2 eV
* energy relative to the best compared isomer or geometry (same formula, charge and spin): 2.704 eV

Geometry (Å):
C1 -2.514 -0.294 -0.013
C2 -1.758 0.857 -0.095
C3 -1.652 -1.368 0.045
C4 -0.516 -2.015 0.194
C5 -0.355 0.714 -0.044
C6 0.190 -0.548 0.085
C7 1.589 -0.920 -0.068
H1 -3.667 -0.354 -0.284
H2 -2.238 1.831 -0.202
H3 0.190 1.491 -0.347
H4 1.841 -1.270 -1.022
H5 2.049 -1.672 0.581
H6 2.235 0.093 -0.090

This record from the OMol25 dataset describes an isolated ion of composition C4H8NO3 and charge -1 in a non-equilibrium geometry. The level of theory is ωB97M-V/def2-TZVPD.

Properties
* charge: -1
* max |F|: 0.0572 Eh/bohr
* E_tot: -437.726712 a.u.
* highest occupied orbital energy: -3.9 eV
* energy relative to the best compared isomer or geometry (same formula, charge and spin): 2.143 eV

Geometry (Å):
N1 -1.512 -1.712 -0.159
C1 -0.523 -0.776 0.369
C2 -1.032 -0.386 1.746
O1 -0.442 0.794 2.249
C3 -0.297 0.490 -0.518
C4 1.195 0.562 -1.136
O2 1.484 -0.559 -1.623
O3 1.762 1.653 -1.248
H1 -2.477 -1.418 -0.222
H2 -1.227 -2.054 -1.060
H3 0.452 -1.299 0.403
H4 -0.559 -1.164 2.425
H5 -2.109 -0.336 1.994
H6 -0.716 1.559 1.744
H7 -0.490 1.466 -0.085
H8 -0.830 0.370 -1.463

This record from the OMol25 dataset describes a 2-piece molecular cluster, C5H12O overall. The level of theory is ωB97M-V/def2-TZVPD.

Properties
* max |F|: 0.0084 Eh/bohr
* E_tot: -272.903109 a.u.
* highest occupied orbital energy: -8.9 eV
* energy relative to the best compared isomer or geometry (same formula, charge and spin): 1.239 eV

Geometry (Å):
C1 2.411 -0.599 0.056
C2 1.346 0.083 0.867
C3 0.125 -0.408 1.071
C4 -0.964 0.268 1.849
H1 3.261 -0.902 0.680
H2 2.015 -1.495 -0.435
H3 2.807 0.066 -0.721
H4 1.609 1.048 1.307
H5 -0.140 -1.364 0.618
H6 -1.865 0.337 1.229
H7 -0.672 1.276 2.160
H8 -1.228 -0.301 2.749
C5 -1.164 0.505 -1.995
O1 -1.910 -0.473 -1.296
H9 -1.558 1.519 -1.842
H10 -0.150 0.473 -1.589
H11 -1.121 0.304 -3.075
H12 -2.825 -0.416 -1.591

This record from the OMol25 dataset describes C3H8N4O as an isolated structure in a non-equilibrium geometry. The level of theory is ωB97M-V/def2-TZVPD.

Properties
* max |F|: 0.1643 Eh/bohr
* E_tot: -413.193228 a.u.
* highest occupied orbital energy: -9.1 eV
* energy relative to the best compared isomer or geometry (same formula, charge and spin): 6.063 eV

Geometry (Å):
C1 1.077 -0.427 -1.328
C2 0.634 0.213 0.145
C3 -2.320 0.751 1.311
H1 2.773 -0.308 -2.214
H2 2.548 0.569 -0.836
H3 -0.716 -0.474 -2.108
H4 0.015 1.373 -0.168
H5 1.590 0.257 0.757
H6 -0.417 -1.455 0.583
H7 -0.803 -0.580 2.681
H8 -2.455 0.664 0.122
N1 2.458 -0.606 -1.229
N2 0.316 -0.689 -2.188
N3 -0.428 -0.471 0.655
N4 -1.147 0.037 1.709
O1 -3.125 1.147 2.107

This record from the OMol25 dataset describes C23H44ErNP3S as an isolated structure in a non-equilibrium geometry. The level of theory is ωB97M-V/def2-TZVPD.

Properties
* 2S+1: 4
* charge: +3
* max |F|: 0.0625 Eh/bohr
* E_tot: -3393.874275 a.u.
* highest occupied orbital energy (alpha / beta): -17.0 / -17.0 eV
* energy relative to the best compared isomer or geometry (same formula, charge and spin): 0.000 eV

Geometry (Å):
Er1 -0.347 0.462 -0.131
P1 -2.314 2.141 0.163
P2 -2.055 -1.750 1.459
P3 1.889 1.974 -0.819
H1 -0.883 -5.047 -0.357
C1 -0.104 -4.453 -0.844
C2 0.801 -3.793 -0.106
H2 0.598 -3.579 0.950
C3 -3.331 2.251 -1.350
C4 -3.416 2.106 1.611
C5 -1.346 3.685 0.442
C6 -2.166 -3.521 1.973
C7 -2.567 -1.158 3.135
C8 -3.678 -1.756 0.584
C9 3.495 1.292 -1.384
C10 2.418 2.943 0.617
C11 1.723 3.049 -2.281
H3 -0.147 -4.451 -1.933
H4 1.720 -3.331 -0.462
H5 -4.019 3.103 -1.267
H6 -3.895 1.308 -1.476
H7 -2.678 2.360 -2.235
H8 -3.976 3.054 1.641
H9 -2.790 2.011 2.512
H10 -4.099 1.243 1.574
H11 -2.080 4.490 0.578
H12 -0.651 3.921 -0.383
H13 -0.742 3.581 1.360
H14 -3.217 -3.810 1.939
H15 -1.820 -3.633 2.999
H16 -1.586 -4.164 1.315
H17 -3.384 -1.808 3.477
H18 -2.877 -0.114 3.151
H19 -1.706 -1.290 3.798
H20 -4.306 -2.488 1.103
H21 -3.507 -2.095 -0.444
H22 -4.164 -0.777 0.563
H23 3.942 1.995 -2.102
H24 3.333 0.334 -1.896
H25 4.181 1.181 -0.539
H26 3.252 3.595 0.332
H27 2.751 2.249 1.395
H28 1.593 3.543 1.025
H29 2.735 3.320 -2.585
H30 1.144 3.955 -2.081
H31 1.251 2.478 -3.096
C12 0.614 -1.136 -3.752
C13 0.125 -0.362 -4.827
C14 0.418 -0.759 -6.143
C15 1.233 -1.855 -6.436
C16 1.698 -2.600 -5.351
C17 1.402 -2.262 -4.031
S1 0.252 -0.769 -2.099
H32 -0.616 0.380 -2.223
H33 -0.455 0.554 -4.639
H34 0.027 -0.192 -6.994
H35 1.514 -2.140 -7.469
H36 2.315 -3.463 -5.522
H37 1.799 -2.833 -3.182
C18 2.726 0.311 5.415
C19 2.101 0.188 4.083
C20 2.786 -0.432 3.041
C21 2.175 -0.545 1.811
N1 0.906 -0.083 1.638
C22 0.311 0.696 2.598
C23 0.864 0.774 3.864
H38 3.123 -0.636 5.774
H39 3.547 1.019 5.325
H40 2.000 0.691 6.129
H41 3.818 -0.750 3.159
H42 2.623 -1.006 0.937
H43 -0.633 1.233 2.339
H44 0.354 1.369 4.632

This record from the OMol25 dataset describes a 5-piece molecular cluster, CH11O5 overall in a non-equilibrium geometry. The level of theory is ωB97M-V/def2-TZVPD.

Properties
* charge: -1
* max |F|: 0.0319 Eh/bohr
* E_tot: -420.936790 a.u.
* highest occupied orbital energy: -4.6 eV
* energy relative to the best compared isomer or geometry (same formula, charge and spin): 0.381 eV

Geometry (Å):
C1 1.093 -0.893 -0.666
O1 0.217 -0.079 -0.005
H1 1.964 -1.246 -0.101
H2 0.633 -1.754 -1.180
H3 1.577 -0.368 -1.528
H4 -0.041 1.926 0.033
H5 1.030 2.602 -0.662
O2 0.360 2.818 0.000
H6 -1.225 -0.026 -1.077
H7 -1.184 -1.061 -2.220
O3 -1.646 -0.272 -1.934
H8 0.516 1.041 2.669
H9 1.167 0.334 1.496
O4 1.336 0.606 2.430
H10 -1.181 -0.992 0.692
H11 -2.731 -1.147 0.884
O5 -1.884 -1.489 1.169

This record from the OMol25 dataset describes C15H22ClIN5ORu as an isolated structure. The level of theory is ωB97M-V/def2-TZVPD.

Properties
* charge: +3
* max |F|: 0.0034 Eh/bohr
* E_tot: -1785.613313 a.u.
* highest occupied orbital energy (alpha / beta): -17.7 / -17.7 eV

Geometry (Å):
Ru1 -0.225 -0.986 -0.432
N1 0.888 -2.574 0.472
C1 -0.090 -3.620 0.918
C2 -1.270 -3.639 -0.035
N2 -1.828 -2.260 -0.171
C3 -2.649 -2.126 -1.408
C4 -2.936 -0.664 -1.687
N3 -1.652 0.116 -1.637
C5 -2.614 -1.888 1.058
C6 -2.309 -0.468 1.509
N4 -0.847 -0.242 1.364
H1 1.492 -2.981 -0.242
H2 1.519 -2.364 1.242
H3 -0.401 -3.370 1.932
H4 0.376 -4.604 0.963
H5 -2.036 -4.340 0.306
H6 -0.947 -3.963 -1.026
H7 -3.578 -2.695 -1.324
H8 -2.071 -2.558 -2.229
H9 -3.622 -0.250 -0.951
H10 -3.418 -0.558 -2.658
H11 -1.858 1.077 -1.375
H12 -1.287 0.188 -2.585
H13 -2.347 -2.582 1.854
H14 -3.680 -2.022 0.873
H15 -2.630 -0.321 2.540
H16 -2.818 0.275 0.900
H17 -0.357 -0.666 2.151
H18 -0.601 0.749 1.389
Cl1 5.010 4.657 -1.026
C7 3.928 3.401 -0.942
C8 4.100 2.339 -1.858
C9 3.257 1.271 -1.853
I1 3.501 -0.264 -3.166
C10 2.128 1.206 -0.866
O1 1.395 0.226 -0.871
C11 1.958 2.349 0.076
N5 0.944 2.291 0.925
C12 0.784 3.316 1.773
C13 1.617 4.425 1.810
C14 2.672 4.488 0.922
C15 2.857 3.429 0.027
H19 4.923 2.399 -2.559
H20 -0.053 3.247 2.458
H21 1.436 5.220 2.521
H22 3.339 5.339 0.921

This record from the OMol25 dataset describes an isolated molecule of C3H7BrS in a non-equilibrium geometry. The level of theory is ωB97M-V/def2-TZVPD.

Properties
* 2S+1: 3
* max |F|: 0.0561 Eh/bohr
* E_tot: -3090.489341 a.u.
* highest occupied orbital energy (alpha / beta): -4.7 / -10.0 eV
* energy relative to the best compared isomer or geometry (same formula, charge and spin): 1.198 eV

Geometry (Å):
C1 1.162 -0.842 0.386
C2 0.090 0.267 0.684
C3 -0.536 0.833 -0.536
S1 -1.375 -0.331 -1.729
Br1 -1.605 2.475 -0.131
H1 2.054 -0.397 -0.149
H2 0.634 -1.483 -0.377
H3 1.430 -1.328 1.405
H4 -0.463 -0.348 1.315
H5 0.493 1.048 1.232
H6 0.327 1.164 -1.280
H7 -2.212 -1.057 -0.822

This record from the OMol25 dataset describes an isolated molecule of C4H7N3O2 in a non-equilibrium geometry. The level of theory is ωB97M-V/def2-TZVPD.

Properties
* max |F|: 0.0731 Eh/bohr
* E_tot: -471.236121 a.u.
* highest occupied orbital energy: -9.1 eV
* energy relative to the best compared isomer or geometry (same formula, charge and spin): 4.542 eV

Geometry (Å):
H1 -3.409 0.099 -0.829
N1 -2.456 -0.127 -0.808
C1 -2.102 -0.840 0.224
N2 -0.886 -1.523 0.258
C2 0.185 -0.850 -0.026
O1 1.274 -1.665 -0.375
C3 2.380 -0.837 -0.095
O2 1.957 0.513 -0.368
N3 0.572 0.407 0.259
C4 -0.100 1.783 0.082
H2 -2.827 -1.152 1.124
H3 2.584 -1.018 0.974
H4 3.240 -0.976 -0.713
H5 -0.693 1.954 1.040
H6 0.830 2.449 0.206
H7 -0.548 1.783 -0.956

This record from the OMol25 dataset describes C30H20Cl5N5O6Sr as an isolated structure in a non-equilibrium geometry. The level of theory is ωB97M-V/def2-TZVPD.

Properties
* max |F|: 0.0429 Eh/bohr
* E_tot: -4212.300311 a.u.
* highest occupied orbital energy: -8.4 eV
* energy relative to the best compared isomer or geometry (same formula, charge and spin): 0.747 eV

Geometry (Å):
Sr1 -0.337 -0.729 -0.885
O1 -3.913 2.171 -1.129
C1 -3.006 1.257 -0.791
O2 -2.799 0.247 -1.420
C2 -2.273 1.590 0.484
C3 -2.672 2.541 1.402
C4 -1.929 2.649 2.575
C5 -0.870 1.790 2.810
C6 -0.541 0.856 1.833
N1 -1.223 0.801 0.694
C7 0.486 -0.278 2.062
O3 0.807 -0.474 3.231
O4 0.821 -0.932 1.026
H1 -4.300 1.885 -1.971
H2 -3.531 3.168 1.213
H3 -2.201 3.389 3.317
H4 -0.306 1.817 3.730
C8 -2.074 -3.002 3.160
C9 -1.925 -4.297 2.702
C10 -1.942 -4.524 1.336
C11 -2.075 -3.440 0.480
N2 -2.164 -2.174 0.912
C12 -2.190 -1.983 2.229
C13 -2.204 -3.663 -0.994
C14 -3.108 -4.607 -1.463
C15 -3.246 -4.769 -2.832
C16 -2.488 -3.984 -3.684
C17 -1.629 -3.051 -3.129
N3 -1.495 -2.883 -1.813
H5 -2.076 -2.771 4.216
H6 -1.800 -5.119 3.395
H7 -1.839 -5.521 0.931
H8 -2.300 -0.958 2.563
H9 -3.695 -5.188 -0.765
H10 -3.944 -5.494 -3.230
H11 -2.560 -4.079 -4.758
H12 -1.021 -2.404 -3.752
Cl1 -0.941 2.400 -3.058
C18 0.381 1.392 -3.725
C19 0.648 0.189 -3.111
C20 1.658 -0.530 -3.706
Cl2 2.054 -2.118 -2.981
C21 2.386 -0.126 -4.819
Cl3 3.633 -1.110 -5.499
C22 2.080 1.111 -5.383
Cl4 2.955 1.673 -6.758
C23 1.060 1.889 -4.831
Cl5 0.679 3.423 -5.529
O5 3.046 1.138 4.188
C24 3.997 0.580 3.305
N4 4.885 1.601 2.815
C25 4.510 2.760 2.194
O6 5.248 3.726 2.164
C26 3.183 2.840 1.484
C27 2.430 3.997 1.622
C28 1.290 4.140 0.855
C29 0.953 3.129 -0.034
N5 1.654 2.005 -0.177
C30 2.748 1.877 0.583
H13 2.277 0.556 4.145
H14 3.498 0.068 2.488
H15 4.628 -0.148 3.820
H16 5.771 1.696 3.287
H17 2.763 4.772 2.301
H18 0.679 5.031 0.918
H19 0.084 3.231 -0.674
H20 3.327 0.971 0.432

Q: Which of these has the highest E_tot?
A: C7H6

Q: max |F| of number 5 (C23H44ErNP3S)?
A: 0.0625 Eh/bohr

Q: Number 4 is which compound?
A: C3H8N4O

Q: Which value of E_tot does entry 7 give?
A: -1785.613313 a.u.